{
  "formula": "C9H7ClF2N2O",
  "method": "ωB97M-V/def2-TZVPD",
  "energy_ha": -1191.66348,
  "relative_energy_kj_mol": 171.88,
  "homo_ha": [-0.2982, -0.3103],
  "symbols": ["Cl", "F", "F", "O", "N", "N", "C", "C", "C", "C", "C", "C", "C", "C", "C", "H", "H", "H", "H", "H", "H", "H"],
  "coordinates": [[-2.159, -0.124, 4.863], [0.432, -2.462, 1.435], [0.421, 1.759, -0.022], [-1.956, 0.957, 1.283], [-2.434, 1.103, 2.551], [-1.173, -0.728, 2.472], [-1.140, -0.081, 1.300], [0.099, 0.659, -0.792], [-1.943, 0.097, 3.228], [1.260, 0.286, -1.665], [-1.001, 1.147, -1.747], [-0.302, -0.464, 0.208], [2.006, -1.651, -0.297], [2.238, -0.710, -1.209], [0.807, -1.726, 0.462], [1.776, 1.201, -1.816], [2.823, -2.238, 0.075], [-0.718, 2.027, -2.203], [3.067, -0.795, -1.802], [-1.878, 1.382, -1.271], [0.839, -0.010, -2.578], [-1.063, 0.367, -2.475]],
  "forces_ev_per_angstrom": [[-0.34, -0.06, 0.85], [1.09, -1.61, 0.45], [0.69, 0.71, 0.73], [0.44, 0.33, -0.38], [-1.05, 0.65, 1.41], [0.34, 0.83, -0.48], [0.16, -2.65, 1.31], [-1.53, -1.14, 0.41], [0.39, 0.18, -2.34], [0.42, -0.07, 1.38], [1.55, -2.18, 0.70], [4.39, -2.84, -0.38], [0.16, -1.02, 1.90], [-2.16, -0.10, 0.31], [-5.52, 7.69, -2.00], [0.60, 0.99, -0.54], [0.28, -0.73, -0.31], [1.13, 1.88, -1.14], [2.40, 0.03, -0.98], [-2.33, 0.04, 1.23], [-0.23, -0.58, -1.56], [-0.87, -0.32, -0.58]]
}